Formula: C9H16
Source: the OMol25 dataset
Level of theory: ωB97M-V/def2-TZVPD

XYZ file:
```
25
Properties=species:S:1:pos:R:3:forces:R:3:nbo_charge:R:1
C -2.18688 -0.38288 -0.86581 -4.16 0.78 -0.72 -0.61
C -0.78888 -0.59200 -0.65517 1.07 -0.70 2.08 -0.24
C -0.53242 -1.38223 0.80708 0.05 -1.41 0.61 -0.46
C 0.58888 -0.59048 1.51871 3.21 0.04 -0.60 -0.40
C 1.24378 0.15171 0.10896 2.32 -1.84 5.17 -0.06
C 1.86281 -0.85365 -0.90253 2.07 -2.48 0.78 -0.64
C 1.24092 1.56502 -0.34694 -2.15 0.63 2.95 -0.34
C -0.00205 0.64947 -0.23147 -4.66 3.21 -3.82 -0.11
C -1.03190 1.64368 0.52454 1.21 0.61 3.19 -0.59
H -2.65035 -0.38234 0.24928 0.04 0.74 -3.13 0.22
H -2.36534 0.64257 -1.64587 -0.01 -3.24 2.53 0.21
H -2.51213 -1.35211 -1.38805 -0.50 1.69 0.64 0.21
H -0.52486 -1.34968 -1.37673 1.23 0.73 -0.46 0.23
H -0.10769 -2.42406 0.64493 -0.50 1.15 -0.18 0.21
H -1.41754 -1.64457 1.51379 0.99 1.05 -1.45 0.22
H 0.36119 0.17719 2.28122 -0.35 -0.27 -0.77 0.22
H 1.34937 -1.23713 2.02263 -0.66 0.16 -0.42 0.21
H 2.16068 -0.54683 -1.96542 -1.37 -0.09 1.43 0.23
H 1.28547 -1.82820 -0.80625 0.42 1.40 -0.96 0.22
H 2.88163 -1.35336 -0.58666 -1.43 1.69 0.17 0.22
H 1.07884 2.56282 0.19712 0.92 -2.25 -0.65 0.22
H 1.72971 1.72958 -1.16604 3.05 0.65 -4.83 0.19
H -1.92024 2.04533 -0.14938 2.25 -0.95 1.38 0.24
H -1.48203 1.06874 1.49746 0.68 1.77 -2.19 0.20
H -0.23219 2.64020 0.93384 -3.73 -3.07 -0.75 0.20
```
Positions in Å, forces in eV/Å.

Output
Spin multiplicity: 1
Energy above the lowest of the compared OMol25 structures with the same formula, charge and spin (kcal per mole): 167.85
Electronic energy (Ha): -352.20305
HOMO-LUMO gap (eV): 8.84